Entry 1:
A single C23H25N3O4 molecule, computed with wB97M-V/def2-TZVPD.

XYZ file:
```
55
Properties=species:S:1:pos:R:3:mulliken_charge:R:1
O -3.56065 1.61436 -1.00971 -0.56
O -0.18284 -1.42291 -0.91696 -0.56
O 1.55312 2.16224 1.93289 -0.65
O 2.13314 -0.70638 -2.55762 -0.73
N -2.10828 -0.16999 -0.90531 0.52
N 0.86629 1.70778 -0.17816 0.24
N 2.84077 -0.21557 -0.46604 0.30
C 2.07934 -0.02720 -1.55254 -0.12
C 1.14715 1.18579 -1.50053 1.15
C -1.16964 1.89873 -1.42238 0.46
C 3.97555 -3.55230 1.03140 -0.74
C -0.25939 0.80018 -1.95714 -0.47
C -2.39349 2.97375 1.44502 -0.59
C 3.62959 -2.46178 1.99886 -0.62
C -0.42422 2.40710 -0.14618 -0.31
C -0.78069 -0.42892 -1.21897 -0.02
C 3.68726 -1.39447 -0.38914 -1.32
C -2.45372 1.16099 -1.08773 -0.66
C -3.88459 -0.83576 0.61578 -0.18
C -1.18169 2.14127 1.13658 -0.50
C -2.99599 -1.15615 -0.40171 0.42
C -4.74968 -1.80345 1.09372 -0.87
C -4.72396 -3.08488 0.56985 -0.39
C -3.83162 -3.39948 -0.44123 -0.75
C 1.76105 2.26818 -2.40087 -1.73
C 1.70456 1.60572 0.86761 0.47
C 3.12464 -2.40180 0.58772 0.20
C -1.14786 3.14645 2.24927 -0.58
C 2.92344 0.72044 0.62663 -0.34
C -2.96846 -2.43816 -0.93485 -0.19
H -1.37236 2.71452 -2.11522 0.67
H -3.80878 -4.39681 -0.85362 0.38
H -0.55565 4.03582 2.10553 0.19
H 4.42013 -1.78652 2.29334 0.25
H -3.24472 2.49082 1.89912 0.22
H -5.44357 -1.55389 1.88215 0.39
H 2.69215 2.62423 -1.96497 0.35
H -1.20062 1.09492 1.41936 0.64
H 2.07162 -2.59254 0.42109 0.43
H 3.51125 -4.51819 1.15198 0.28
H -5.39900 -3.83742 0.94864 0.39
H 4.98973 -3.60121 0.66493 0.25
H -0.25075 3.48752 -0.22887 0.41
H -0.32083 0.62839 -3.03226 0.67
H -3.90393 0.16327 1.02017 0.33
H 1.08530 3.11163 -2.51516 0.40
H 3.79011 1.38633 0.48837 0.15
H 3.70696 -1.82174 -1.39530 0.37
H 1.97370 1.84365 -3.37862 0.42
H -1.12006 2.77398 3.26008 0.25
H -2.27334 -2.67999 -1.72325 0.43
H 2.92790 -2.67644 2.79020 0.28
H 3.08322 0.16633 1.55553 0.28
H 4.70034 -1.09498 -0.10282 0.48
H -2.66791 3.74451 0.74137 0.20
```

Values from the calculation:
LUMO level = 0.0212 Eh
Relative energy (zero: lowest compared OMol25 entry of this formula, charge and spin) = 47.4 kcal per mole
Total energy = -36917.77575 eV
Frontier orbital gap = 9.778 eV
Structure (SMILES) = C[C@@]12C(=O)N(CC3CC3)CC(=O)N1[C@H](C1CC1)[C@@H]1C(=O)N(c3ccccc3)C(=O)[C@@H]12

=====

Entry 2:
9 unconnected molecules or ions with the total composition C25H37N11 in a non-equilibrium geometry, computed with wB97M-V/def2-TZVPD.

XYZ file:
```
73
Properties=species:S:1:pos:R:3:mulliken_charge:R:1
N 1.70471 1.28218 4.26526 -0.43
N -6.25233 3.54771 2.24889 -0.55
N -3.05259 2.66972 3.81863 -0.30
N -4.32575 3.02243 -1.57580 -0.54
N 3.55481 -3.18435 -4.57882 -0.50
N -9.09169 7.97514 0.65284 -0.38
N 6.13084 -4.61658 -2.17321 -0.42
N 2.62248 0.67153 -1.06336 -0.48
N -6.33334 -1.66360 0.29046 -0.70
N 5.08750 -7.44091 1.10764 -0.37
N 6.96133 1.36703 -5.31383 -0.40
C 4.65881 2.54440 -4.97959 -0.69
C 7.18536 -5.89738 1.27385 -0.67
C 5.95094 1.88177 -5.16793 0.36
C -1.73016 -0.08254 2.57118 -0.82
C -2.55516 2.91928 4.81701 0.47
C -1.91696 3.22956 6.09492 -1.04
C 2.31460 -0.28255 -1.61401 0.46
C -3.88732 2.81402 -0.53353 -0.21
C 1.91678 0.90780 3.20568 0.24
C -8.35278 7.33216 1.24236 0.29
C 4.47457 -2.50816 -4.50642 0.37
C -2.09443 0.04523 1.29644 -0.15
C 2.15511 0.42605 1.84280 -0.50
C -5.54714 2.67910 1.99113 -0.36
C 5.43215 -6.77109 -3.46012 -0.81
C -2.21548 1.34314 0.51502 -0.88
C -4.66677 1.55589 1.49356 0.47
C -3.48724 2.23040 0.76352 0.59
C 1.92846 -1.50562 -2.31986 -0.82
C 6.00616 -6.76481 1.18064 0.31
C -5.17747 -0.80454 0.55985 -0.47
C 5.65527 -1.65094 -4.39414 -0.68
C -7.40575 6.50795 1.99775 -0.59
C -5.58685 0.68060 0.61431 -0.93
C 5.83108 -5.56339 -2.73872 0.37
H 5.66725 -0.92682 -5.20468 0.24
H 2.35939 -0.64306 1.86143 0.28
H -6.56564 0.67577 1.09924 0.44
H 4.70377 3.19846 -4.11144 0.27
H 3.00483 0.94344 1.40925 0.40
H 8.08998 -6.49890 1.21340 0.25
H -7.50675 5.46628 1.71321 0.20
H -6.46924 -1.69682 -0.71484 0.26
H 5.28535 -6.53760 -4.51270 0.30
H -1.36211 1.95140 0.80875 0.37
H -1.21424 -0.99330 2.84885 0.31
H -2.65870 3.20780 6.89070 0.30
H -7.60272 6.60456 3.06343 0.26
H -3.17196 3.06796 1.37968 0.47
H 7.17513 -5.36388 2.22200 0.27
H -1.97147 0.66987 3.30526 0.07
H 0.99690 -1.89216 -1.91044 0.32
H 1.27783 0.61123 1.22927 0.01
H 6.55641 -2.25786 -4.44473 0.30
H 4.41633 3.13496 -5.86052 0.28
H -2.09241 1.11993 -0.54193 0.39
H 6.20616 -7.52970 -3.36447 0.31
H -1.14099 2.49509 6.30403 0.31
H 5.63810 -1.12142 -3.44336 0.26
H 1.79175 -1.29332 -3.37723 0.32
H 4.50242 -7.15459 -3.04539 0.27
H -4.38384 0.99873 2.37933 0.48
H -4.77132 -1.04130 1.54430 0.43
H -2.36646 -0.86300 0.76644 0.39
H -1.46822 4.21946 6.04966 0.28
H 7.17986 -5.17769 0.45651 0.21
H -6.04534 -2.60669 0.53008 0.28
H 3.88097 1.79922 -4.82371 0.21
H -6.38832 6.83395 1.79208 0.25
H 2.70564 -2.25760 -2.20939 0.19
H -5.75083 1.08352 -0.38460 0.39
H -4.36557 -0.89364 -0.17371 0.23
```

Values from the calculation:
LUMO level = 0.0052 Eh
Total energy = -42911.80343 eV
Frontier orbital gap = 9.818 eV
Structure (SMILES) = C=CC[C@@H](C#N)[C@@H](C#N)CCN.CC#N.CC#N.CC#N.CC#N.CC#N.CC#N.CC#N.CC#N

=====

Entry 3:
A gas-phase ion, C7H8NS2 (charge +1) in a non-equilibrium geometry, computed with wB97M-V/def2-TZVPD.

XYZ file:
```
18
Properties=species:S:1:pos:R:3:mulliken_charge:R:1
S -0.01377 -1.58754 -2.13820 -0.05
S 0.96801 -0.41327 1.71321 -0.10
N -0.38594 0.55614 -0.27684 0.14
C -0.08592 -0.64533 -0.71294 0.01
C 0.01899 0.80225 0.99247 0.55
C 1.35960 -2.63593 -0.14941 -0.38
C 0.85757 -1.46299 0.42564 0.40
C -1.13975 1.53468 -1.14377 -0.91
C -0.46345 1.88082 1.92100 -1.10
C 1.01315 -2.80476 -1.42627 -0.19
H -2.10403 1.56639 -0.65589 0.41
H -0.76907 2.61483 -1.06667 0.34
H -0.78539 1.38935 2.88661 0.39
H -1.38233 2.36420 1.47187 0.31
H 1.26707 -3.66491 -2.14206 0.35
H 2.14312 -3.34997 0.37234 0.28
H 0.37956 2.62865 2.19166 0.29
H -0.87742 1.22740 -2.26276 0.27
```

Values from the calculation:
Net charge = +1
LUMO level = -0.1544 Eh
Relative energy (zero: lowest compared OMol25 entry of this formula, charge and spin) = 37.1 kcal per mole
Total energy = -30540.43142 eV
Frontier orbital gap = 8.242 eV

=====

Entry 4:
2 unconnected molecules or ions with the total composition H3NO2S in a non-equilibrium geometry, computed with wB97M-V/def2-TZVPD.

XYZ file:
```
7
Properties=species:S:1:pos:R:3:mulliken_charge:R:1
S -2.67753 -0.45314 -0.34871 0.29
O -2.40453 -1.92525 -0.43559 -0.31
O 0.04288 0.43385 0.38955 -0.39
N 1.38633 0.12545 -0.25436 -0.43
H 1.86836 0.99423 -0.17818 0.25
H 1.76313 -0.61088 0.53605 0.28
H 0.02135 1.43575 0.29125 0.30
```

Values from the calculation:
LUMO level (spin up / spin down) = -0.0409 / -0.0412 Eh
Relative energy (zero: lowest compared OMol25 entry of this formula, charge and spin) = 96.1 kcal per mole
Total energy = -16464.51174 eV
Frontier orbital gap (spin up / spin down) = 7.720 / 7.702 eV
Structure (SMILES) = O=S.NO

=====

Entry 5:
A molecular structure, C17H16N4O5RhS2 in a non-equilibrium geometry, computed with wB97M-V/def2-TZVPD.

XYZ file:
```
45
Properties=species:S:1:pos:R:3:mulliken_charge:R:1
Rh -0.53637 -0.06240 -0.32118 0.49
S -3.52393 0.33875 -1.18021 1.23
S -0.89942 0.36078 2.25872 -0.26
O -1.80878 -3.97138 -0.61916 -0.73
O 1.36044 0.07694 -0.92237 -1.04
O -0.53179 -2.12033 -0.71539 -0.62
O -3.27781 1.74931 -1.02206 -0.66
O -4.87301 -0.13213 -0.97276 -0.80
N -1.00729 2.62959 0.79153 -1.21
N -0.46497 1.90176 -0.18181 1.01
N -2.48914 -0.48122 -0.24895 0.06
N -1.88932 2.75469 2.87623 -0.50
C 0.88855 2.07489 -2.16292 0.68
C -2.79058 -1.87250 0.00844 -0.56
C 2.61720 1.09779 -4.14585 -0.49
C 2.07299 2.38225 -4.26422 -0.57
C -3.13604 -0.03283 -2.89559 -0.18
C -4.18290 -0.29709 -3.76316 -0.62
C 1.23035 2.85300 -3.28971 -0.84
C -0.02017 2.58485 -1.20980 -0.43
C 1.51344 0.78540 -2.00428 0.80
C -1.61436 -2.77070 -0.49416 0.62
C -3.92260 -0.49211 -5.11138 -0.71
C 2.34297 0.32199 -3.04136 -0.58
C -2.62382 -0.41693 -5.60637 0.87
C -1.83791 0.03727 -3.37232 0.35
C -1.29815 2.00288 1.88857 0.50
C -2.35014 -0.64178 -7.07010 -1.49
C -1.58438 -0.15269 -4.71955 -0.99
H 2.32463 2.99734 -5.11891 0.40
H -3.72074 -2.18024 -0.46285 0.32
H -1.02654 0.25445 -2.68845 0.36
H -2.85144 -2.06408 1.08662 0.26
H -2.12092 -1.69484 -7.25039 0.29
H 2.77391 -0.66444 -2.92792 0.44
H 0.79200 3.84237 -3.36292 0.35
H 3.27874 0.71719 -4.91418 0.37
H -1.49774 -0.05113 -7.40542 0.36
H -3.21900 -0.38030 -7.67372 0.38
H -2.43375 2.22938 3.53885 0.25
H -0.56446 -0.08827 -5.08260 0.44
H -4.74168 -0.69922 -5.79094 0.35
H -0.38070 3.60598 -1.27307 0.35
H -2.34285 3.58304 2.51955 0.25
H -5.18814 -0.34155 -3.36570 0.48
```

Values from the calculation:
Net charge = -1
LUMO level (spin up / spin down) = 0.0512 / 0.0440 Eh
Relative energy (zero: lowest compared OMol25 entry of this formula, charge and spin) = 21.3 kcal per mole
Total energy = -58766.96472 eV
Frontier orbital gap (spin up / spin down) = 6.184 / 6.083 eV